No. 1
DFT (wB97M-V/def2-TZVPD) results for C34H40ClNO4PRe as an isolated structure in a non-equilibrium geometry.

Values from the calculation:
⟨S²⟩: 0.7622
2S+1: 2
E_LUMO (spin up / spin down) (eV): -9.852 / -9.986
HOMO (spin up / spin down) (eV): -16.62 / -16.63
Kohn-Sham gap (spin up / spin down) (eV): 6.8 / 6.6
Total charge: +3

Structure (XYZ):
```
82
Properties=species:S:1:pos:R:3:forces:R:3
Re -0.155 0.000 0.174 0.9 0.7 1.1
Cl -0.260 -4.602 -3.201 0.0 0.0 0.0
P -2.550 -0.753 -0.100 0.0 -0.2 0.0
O 1.704 -0.034 1.583 -0.2 0.0 0.0
O 1.563 1.083 -0.686 0.1 -0.2 -0.2
O -0.743 -0.138 2.307 -0.3 0.1 -0.1
O -0.228 2.040 0.980 -0.2 0.2 -0.2
N 0.374 -2.012 -0.296 0.2 -0.4 -0.1
C -3.271 -0.032 -4.501 0.0 0.0 0.0
C -2.636 -2.511 0.367 -0.1 0.0 0.0
C 0.190 -0.725 3.246 -0.1 -0.1 0.0
C 0.300 -3.930 -1.731 0.0 0.0 -0.1
C 1.155 -2.731 0.541 -0.1 0.0 -0.1
C -4.175 1.455 0.481 0.1 0.0 0.0
C -2.994 -3.587 -0.469 0.0 0.0 0.0
C 1.090 -4.662 -0.864 0.0 -0.1 0.0
C -2.324 -2.765 1.713 0.1 0.0 0.0
C -2.675 -5.105 1.418 0.0 0.0 0.0
C 2.969 0.512 1.153 0.1 -0.1 0.1
C -0.051 -2.627 -1.416 0.1 0.1 0.1
C -0.560 0.289 -1.876 -0.5 0.1 -0.3
C -4.375 -0.343 -3.705 0.0 0.0 0.0
C -2.925 -0.455 -1.808 -0.2 -0.1 -0.1
C -2.994 -4.867 0.094 0.0 0.0 0.0
C 0.788 3.001 0.585 0.0 0.0 0.0
C -3.457 2.269 -0.564 0.0 0.1 0.1
C -1.444 1.062 2.754 0.0 -0.1 0.0
C -1.846 -0.065 -2.572 0.2 0.0 -0.1
C -6.023 1.335 2.048 0.0 0.0 0.0
C -3.410 -3.500 -1.917 0.0 0.0 0.0
C 2.869 0.562 -0.344 0.0 0.0 -0.2
C -2.012 0.123 -3.942 0.0 0.0 0.0
C -3.865 0.114 0.790 -0.1 -0.1 0.0
C -4.663 -0.602 1.690 0.0 0.1 0.1
C -4.208 -0.558 -2.351 0.1 0.0 0.0
C 1.515 -4.038 0.295 0.0 0.0 0.0
C 1.399 2.524 -0.709 0.0 0.0 -0.1
C -5.250 2.042 1.137 -0.1 0.0 0.1
C 1.563 -0.144 3.013 0.1 -0.1 0.1
C -5.738 0.006 2.318 0.0 0.0 0.0
C -2.341 -4.040 2.243 0.0 0.0 0.0
C -0.663 2.275 2.346 0.0 0.1 -0.1
H -3.448 3.324 -0.289 0.0 0.0 0.0
H 2.325 -0.819 3.410 0.0 0.0 0.0
H -2.425 1.955 -0.724 0.1 0.0 0.0
H -2.122 -4.201 3.290 0.0 0.0 0.0
H -1.610 1.014 3.830 0.1 0.0 0.0
H 1.365 -5.682 -1.095 0.0 0.0 0.0
H -3.967 2.186 -1.526 0.0 0.0 0.0
H 1.511 3.073 1.400 0.1 0.0 0.0
H 0.158 -1.798 3.064 0.0 0.0 -0.1
H -0.682 -2.074 -2.091 0.0 0.0 0.0
H 0.310 -0.156 -2.370 0.0 0.0 0.0
H 1.509 -2.231 1.424 0.0 -0.1 0.0
H -6.861 1.821 2.532 0.0 0.0 0.0
H 2.140 -4.559 1.007 0.0 0.0 0.0
H 1.710 0.838 3.466 -0.1 0.0 0.0
H 0.325 3.979 0.446 0.0 0.0 0.0
H -4.453 -1.640 1.901 -0.1 0.0 0.0
H 0.754 2.751 -1.553 0.0 0.0 0.0
H -3.375 -4.492 -2.361 0.0 0.0 0.0
H -2.405 1.037 2.259 -0.1 0.0 -0.1
H 3.647 1.169 -0.806 0.0 0.0 0.0
H -1.286 3.170 2.393 0.0 0.0 -0.1
H -6.352 -0.559 3.005 0.0 0.0 0.0
H 3.109 1.491 1.617 0.0 0.0 0.0
H -5.357 -0.421 -4.149 0.0 0.0 0.0
H 3.787 -0.140 1.466 0.0 0.0 0.0
H -2.707 -6.114 1.807 0.0 0.0 0.0
H -1.176 0.419 -4.565 0.0 0.0 0.0
H -3.271 -5.701 -0.538 0.0 0.0 0.0
H -5.501 3.072 0.914 0.0 0.0 0.0
H -5.056 -0.809 -1.725 0.0 0.0 0.0
H -4.437 -3.145 -2.008 0.0 0.0 0.0
H -2.784 -2.847 -2.520 0.0 0.0 0.0
H 2.901 -0.437 -0.777 0.0 0.0 0.0
H -3.404 0.119 -5.564 0.0 0.0 0.0
H 0.231 2.442 2.950 0.0 0.0 0.0
H 2.362 2.997 -0.896 0.0 0.0 0.1
H -0.456 1.372 -1.979 0.0 0.0 -0.1
H -0.160 -0.543 4.261 0.0 0.0 0.0
H -2.115 -1.939 2.377 0.0 0.0 0.0
```
Positions in Å, forces in eV/Å.

How positive or negative is each atom? The Löwdin charges in e answer that: 1.5849 0.8161 1.1102 -0.2814 -0.3011 -0.3196 -0.2743 -0.0818 -0.0107 -0.2976 -0.0994 -0.6136 -0.0986 -0.2688 -0.2286 -0.0183 -0.1366 -0.0249 -0.0971 -0.1440 -0.2409 -0.0229 -0.3738 -0.0124 -0.0908 -0.0252 -0.0872 -0.3249 -0.0197 -0.0383 -0.0825 0.0008 -0.3191 -0.0606 -0.0747 0.0056 -0.0869 -0.0135 -0.1053 -0.0347 -0.0509 -0.0915 0.0975 0.1607 0.0405 0.1195 0.1632 0.1382 0.1052 0.1344 0.1282 0.0866 0.0982 0.0954 0.1277 0.1348 0.1431 0.1631 0.1009 0.1342 0.0861 0.1014 0.1597 0.1649 0.1245 0.1439 0.1285 0.1622 0.1267 0.1313 0.1295 0.1307 0.1326 0.0953 0.0570 0.1459 0.1279 0.1348 0.1620 0.0721 0.1594 0.0867

---

No. 2
DFT (wB97M-V/def2-TZVPD) results for C34H40N4O7SeTl as an isolated structure.

Values from the calculation:
E_LUMO (eV): 1.960
HOMO (eV): -4.64
Kohn-Sham gap (eV): 6.6
Total charge: -1

Structure (XYZ):
```
87
Properties=species:S:1:pos:R:3:forces:R:3
Tl -0.757 -0.415 -0.656 0.1 0.0 0.0
Se 0.733 -2.045 -3.493 -0.1 0.1 0.0
O 0.064 -2.156 0.649 0.2 0.0 0.0
O 2.368 -3.181 6.223 0.0 0.1 -0.1
O 2.290 -1.284 7.230 -0.1 0.0 -0.1
O 0.343 2.729 4.571 -0.1 -0.3 -0.4
O 1.884 -3.281 1.314 -0.1 0.2 -0.1
O -1.464 1.411 3.963 0.6 0.2 -0.1
O 0.177 0.585 1.751 -0.1 0.0 -0.2
N 2.109 -1.987 6.250 0.2 -0.1 0.1
N -0.133 1.736 3.800 -0.1 -0.2 -0.2
N 1.789 -4.418 -2.248 0.0 -0.1 -0.1
N 3.096 -3.632 -3.777 0.0 -0.1 0.0
C 0.622 -0.213 2.764 0.1 0.2 0.2
C 2.892 -5.247 -2.307 -0.2 0.0 0.1
C 1.038 -0.075 5.135 0.2 0.0 0.3
C 0.673 -4.579 -1.324 -0.1 -0.1 0.0
C 1.214 4.228 2.240 -0.2 -0.1 0.0
C -4.472 0.526 0.661 0.1 0.0 -0.1
C 4.312 1.450 3.356 0.0 0.0 0.0
C -2.566 2.676 -3.481 0.0 -0.1 0.1
C 0.854 2.966 0.160 0.0 -0.1 0.0
C -3.756 2.951 -0.917 0.0 -0.1 0.0
C 3.708 -4.764 -3.261 0.0 0.2 -0.1
C 1.570 -1.361 5.046 -0.1 0.1 -0.2
C 3.621 -2.798 -4.837 0.0 0.0 0.0
C -3.945 -0.834 -1.403 -0.1 0.0 0.0
C -2.137 -0.004 -4.651 -0.1 0.0 0.1
C 1.599 -2.065 3.855 0.0 -0.1 0.1
C 4.326 0.671 1.093 0.0 0.0 0.0
C -4.508 -2.064 -0.719 0.1 0.1 0.0
C -3.299 -2.312 -3.357 0.0 0.1 0.1
C 3.140 1.357 0.854 0.0 -0.1 0.0
C 1.101 -1.513 2.679 0.0 0.1 -0.2
C 2.518 2.091 1.861 0.0 0.1 0.1
C -3.384 -0.961 -2.680 0.0 0.0 0.0
C -2.862 0.163 -3.333 0.0 0.0 0.0
C -3.992 0.421 -0.773 -0.1 0.0 0.1
C 0.034 1.937 2.256 0.0 0.2 0.2
C 1.055 -2.378 1.439 -0.1 -0.1 0.2
C -3.017 1.428 -2.757 0.0 0.0 0.0
C 0.585 0.457 3.970 -0.5 0.2 0.0
C 1.911 -3.418 -3.148 0.2 -0.3 0.2
C 4.921 0.718 2.344 -0.1 0.0 0.0
C 3.122 2.124 3.120 0.0 0.0 0.0
C -3.591 1.559 -1.483 0.0 0.1 0.0
C 1.178 2.805 1.649 0.1 -0.2 0.3
H 2.799 -2.463 -5.463 0.0 0.0 0.0
H -3.556 -2.235 -4.414 0.0 0.0 0.0
H -2.279 -2.708 -3.296 -0.1 0.0 0.0
H 2.008 -3.063 3.822 0.0 0.0 0.0
H 2.157 4.711 1.968 -0.1 0.0 -0.1
H -4.097 -0.304 1.259 0.0 0.0 0.0
H -1.726 3.151 -2.965 0.0 0.0 0.0
H -4.972 -1.827 0.233 0.0 0.0 0.0
H -3.729 -2.809 -0.536 -0.1 0.0 0.0
H 1.634 3.563 -0.319 0.0 0.0 0.0
H 0.386 4.820 1.834 0.1 0.0 0.0
H 2.702 1.285 -0.135 0.0 0.0 0.1
H 0.572 -5.635 -1.080 0.0 0.0 -0.1
H -5.274 -2.528 -1.343 0.0 0.0 0.0
H -1.729 -1.007 -4.752 0.0 0.0 0.0
H -4.316 2.964 0.013 0.0 0.0 0.0
H 0.848 -4.008 -0.416 0.1 0.0 0.0
H -0.942 2.311 1.961 0.0 0.0 0.0
H -1.294 0.682 -4.726 0.0 0.0 0.0
H -3.373 3.411 -3.523 0.0 0.0 0.0
H 0.980 0.483 6.058 0.0 0.0 0.0
H -2.264 2.470 -4.504 0.0 0.0 0.0
H 0.775 2.020 -0.373 0.0 0.0 0.0
H -0.233 -4.217 -1.805 0.0 0.0 -0.1
H 1.100 4.195 3.319 0.1 0.0 0.1
H 5.842 0.180 2.532 0.0 0.0 0.0
H -2.799 0.178 -5.504 0.0 0.0 0.0
H 2.617 2.639 3.931 0.0 0.0 -0.1
H -0.095 3.493 0.055 0.0 0.0 0.0
H -4.293 3.587 -1.624 0.0 0.0 0.0
H 4.326 -3.379 -5.426 0.0 0.0 0.0
H -4.109 1.427 1.147 0.0 0.0 0.0
H -3.967 -3.040 -2.904 0.0 0.0 0.0
H 4.117 -1.917 -4.430 0.0 0.0 0.0
H 4.759 1.486 4.344 0.0 0.0 0.0
H 3.003 -6.097 -1.654 0.0 0.1 0.0
H 4.665 -5.109 -3.613 -0.1 0.0 0.0
H -5.564 0.523 0.724 0.0 0.0 0.0
H 4.777 0.088 0.298 0.0 0.0 0.0
H -2.787 3.423 -0.736 0.0 0.0 0.0
```
Positions in Å, forces in eV/Å.

How positive or negative is each atom? The Löwdin charges in e answer that: 0.9991 0.6008 -0.2599 0.0498 0.0558 -0.1850 0.0183 -0.1769 -0.0993 -0.3579 -0.4130 -0.1034 -0.1375 -0.1383 -0.0426 0.0984 -0.0187 -0.0322 -0.0344 -0.0718 -0.0352 -0.0584 -0.0314 -0.0537 -0.1293 -0.0543 -0.2362 -0.0615 0.0664 -0.0845 -0.0372 -0.0404 -0.0324 -0.0251 -0.1595 -0.2316 -0.2238 -0.2264 -0.1158 -0.5974 -0.2104 -0.1028 -0.7134 -0.0994 -0.0235 -0.2089 -0.3997 0.0527 0.0834 0.0501 0.1259 0.0900 0.0829 0.0907 0.0634 0.0936 0.0989 0.0834 0.1025 0.0958 0.0821 0.0221 0.0670 0.0543 0.1552 0.0755 0.0773 0.1367 0.0630 0.0187 0.0635 0.0590 0.0943 0.0941 0.1095 0.0794 0.0780 0.0867 0.0702 0.0628 0.0946 0.1019 0.1243 0.1158 0.0939 0.0974 0.0836